Below is the molecule C6H9BrClN3 in a non-equilibrium geometry, with properties calculated with ωB97M-V with the def2-TZVPD basis set.

Last column: Löwdin charge in e.
Atoms and positions in Å:
C -5.241 1.302 -0.257  -0.534
C -2.905 -1.062 -0.072  -0.752
C 0.204 -0.675 -1.508  -0.037
C 0.130 -0.986 0.886  -0.106
C -0.284 1.356 0.078  -0.057
C -0.592 -0.184 -0.206  -0.623
N -4.550 0.357 -0.070  -0.031
N -4.178 -0.789 -0.191  -0.005
N -2.006 -0.213 -0.319  0.077
Cl -5.443 2.901 -0.218  0.776
Br -2.543 -2.956 0.415  0.641
H 1.315 -0.564 -1.240  0.104
H -0.066 -1.671 -1.710  0.043
H 0.001 -0.098 -2.423  0.074
H -0.598 -0.892 1.732  0.078
H 0.123 -2.068 0.646  0.046
H 1.006 -0.298 1.087  0.098
H -0.738 2.042 -0.661  0.078
H -0.526 1.670 1.080  0.069
H 0.775 1.457 -0.132  0.060

Gap between HOMO and LUMO in eV: 7.83
HOMO energy in eV: -8.57
Energy above the lowest of the compared OMol25 structures with the same formula, charge and spin in kcal per mole: 68.7

Below is a structure of composition C6H9CaO4P in a non-equilibrium geometry, with properties calculated with ωB97M-V with the def2-TZVPD basis set.

Last column: Löwdin charge in e.
Atoms and positions in Å:
O -1.259 -1.918 2.846  0.158
C -0.839 -1.347 1.941  0.032
Ca -0.068 0.161 -0.019  1.245
C -0.657 -1.170 -2.114  0.022
C 2.518 0.071 0.118  0.031
O -0.987 -1.661 -3.091  0.168
O 3.670 0.143 0.173  0.155
C -2.971 4.469 0.027  -0.178
P -1.496 3.380 0.082  0.626
C -0.803 3.885 -1.479  -0.168
C -1.019 3.717 1.762  -0.163
O -1.588 1.822 0.006  -0.602
H -3.609 4.399 -0.880  0.078
H -2.510 5.489 0.014  0.082
H -3.618 4.427 0.926  0.075
H -0.766 4.979 -1.589  0.082
H 0.196 3.445 -1.565  0.048
H -1.420 3.459 -2.294  0.091
H -1.445 2.909 2.377  0.077
H 0.069 3.638 1.779  0.056
H -1.378 4.682 2.160  0.085

Gap between HOMO and LUMO in eV: 9.59
HOMO energy in eV: -17.83
Charge: +2

Below is the molecule C6H9Cl in a non-equilibrium geometry, with properties calculated with ωB97M-V with the def2-TZVPD basis set.

Last column: Löwdin charge in e.
Atoms and positions in Å:
Cl -1.865 -2.683 0.798  0.765
C -1.579 -1.124 0.496  -0.796
C -0.509 -0.188 0.944  -0.201
C 1.127 0.213 1.052  -0.082
C 1.241 0.869 -0.458  -0.136
C -0.106 0.571 -1.282  -0.168
C -0.569 -0.637 -0.505  -0.304
H -2.466 -0.624 0.622  0.062
H -0.969 0.848 0.802  0.139
H 1.672 -0.707 1.564  0.129
H 1.091 0.938 1.841  0.054
H 1.496 1.910 -0.342  0.078
H 2.049 0.345 -1.105  0.121
H 0.118 0.402 -2.317  0.084
H -0.821 1.401 -1.407  0.110
H 0.088 -1.535 -0.703  0.146

Gap between HOMO and LUMO in eV: 9.96
SMILES string: ClC1[C@H]2CCC[C@H]12
HOMO energy in eV: -8.92
Energy above the lowest of the compared OMol25 structures with the same formula, charge and spin in kcal per mole: 81.5

Below is the molecule C6H9Cl in a non-equilibrium geometry, with properties calculated with ωB97M-V with the def2-TZVPD basis set.

Last column: Löwdin charge in e.
Atoms and positions in Å:
C -1.984 -0.791 0.083  -0.121
C -0.486 -0.942 -0.154  -0.262
C 0.125 0.355 0.013  -0.348
C 0.952 1.023 -1.082  -0.104
C 1.675 0.527 0.044  -0.782
Cl 2.945 -0.666 -0.017  0.650
C 0.826 0.975 1.171  -0.062
H -2.553 -1.819 0.369  0.107
H -2.571 -0.460 -0.868  0.091
H -2.099 0.005 0.921  0.095
H -0.324 -1.376 -1.084  0.091
H -0.115 -1.662 0.595  0.126
H 1.027 0.255 -1.978  0.146
H 1.067 2.148 -1.293  0.128
H 0.624 2.097 1.233  0.129
H 0.890 0.332 2.048  0.116

Gap between HOMO and LUMO in eV: 9.38
SMILES string: CC[C@]12C[C@]1(Cl)C2
HOMO energy in eV: -8.49
Energy above the lowest of the compared OMol25 structures with the same formula, charge and spin in kcal per mole: 51.4

Below is the ion C6H9Cl2N2 with charge +1 in a non-equilibrium geometry, with properties calculated with ωB97M-V with the def2-TZVPD basis set.

Last column: Löwdin charge in e.
Atoms and positions in Å:
C -0.481 -0.830 -0.165  -0.222
C 0.899 2.197 -0.054  -0.158
C -0.667 -0.234 -1.304  -0.055
C 0.198 2.396 -1.106  -0.463
C -0.196 0.031 0.959  -0.242
C 0.984 1.001 0.789  -0.697
N 1.490 1.349 2.084  0.065
N -0.857 -0.968 -2.623  0.202
Cl -0.323 3.183 -2.448  0.810
Cl 2.335 -0.222 0.000  0.507
H -0.770 -1.932 0.053  0.165
H 1.669 2.884 0.059  0.118
H -1.110 0.472 1.371  0.139
H -0.016 -0.658 1.897  0.159
H 2.397 1.838 1.914  0.121
H 1.298 0.617 2.720  0.074
H -1.619 -1.471 -2.269  0.127
H -0.038 -1.432 -2.906  0.137
H -1.066 -0.254 -3.418  0.211

Gap between HOMO and LUMO (spin up / spin down) in eV: 6.94 / 8.40
HOMO energy (spin up / spin down) in eV: -12.27 / -12.93
Charge: +1
Energy above the lowest of the compared OMol25 structures with the same formula, charge and spin in kcal per mole: 126.1

Below is a structure of composition C6H9Cl2N2O in a non-equilibrium geometry, with properties calculated with ωB97M-V with the def2-TZVPD basis set.

Last column: Löwdin charge in e.
Atoms and positions in Å:
C -0.072 2.134 -0.023  -0.057
C -1.135 -0.670 0.271  -0.525
C 0.904 0.278 -1.336  -0.169
C -0.062 -0.080 1.065  -0.085
C 1.519 -0.255 -0.051  -1.077
C -1.348 -2.125 0.400  0.000
N -0.179 1.435 1.104  0.125
N 0.314 1.612 -1.152  0.133
O -1.811 0.030 -0.423  0.119
Cl 2.893 0.549 0.783  0.648
Cl 1.886 -1.913 -0.127  0.756
H -0.406 3.139 0.092  0.170
H 1.602 0.367 -2.123  0.137
H 0.198 -0.440 -1.533  0.080
H 0.120 -0.551 2.097  0.180
H -0.988 -2.545 -0.595  0.124
H -2.386 -2.300 0.329  0.089
H -0.825 -2.581 1.237  0.091
H -0.379 1.848 1.948  0.130
H 0.154 2.068 -1.965  0.131

Gap between HOMO and LUMO in eV: 9.78
HOMO energy in eV: -13.82
Charge: +1
Energy above the lowest of the compared OMol25 structures with the same formula, charge and spin in kcal per mole: 52.7